C16H20MoN3O5 as an isolated structure at a distorted geometry, computed with ωB97M-V/def2-TZVPD.

Atoms and positions in Å:
1 Mo 0.393 0.330 -0.085
2 C -1.294 3.381 3.927
3 N -0.263 2.809 3.092
4 C 1.097 3.053 3.516
5 C -0.517 2.135 2.010
6 O 0.407 1.554 1.306
7 C -1.905 2.006 1.385
8 O -1.723 1.139 0.268
9 C -2.513 1.377 -0.900
10 C -1.736 0.723 -2.043
11 O -0.547 0.332 -1.719
12 N -2.193 0.573 -3.257
13 C -1.349 -0.090 -4.233
14 C -3.461 1.071 -3.723
15 H -0.895 3.533 4.929
16 H -1.606 4.356 3.550
17 H -2.169 2.738 4.001
18 H 1.359 2.429 4.374
19 H 1.805 2.858 2.707
20 H 1.182 4.096 3.827
21 H -2.637 1.560 2.080
22 H -2.254 3.000 1.059
23 H -3.504 0.914 -0.763
24 H -2.632 2.460 -1.070
25 H -0.407 0.453 -4.352
26 H -1.117 -1.108 -3.910
27 H -1.855 -0.134 -5.194
28 H -4.030 1.574 -2.948
29 H -3.296 1.771 -4.545
30 H -4.057 0.250 -4.127
31 O 2.144 -0.348 -1.124
32 C 2.123 -1.397 -0.432
33 N 1.221 -1.293 0.597
34 C 1.144 -2.560 1.298
35 O 0.334 -2.752 2.148
36 C 2.192 -3.397 0.673
37 C 2.613 -4.672 0.986
38 C 3.648 -5.221 0.217
39 C 4.225 -4.517 -0.835
40 C 3.816 -3.226 -1.162
41 C 2.784 -2.671 -0.405
42 H 2.167 -5.223 1.800
43 H 4.012 -6.213 0.444
44 H 5.019 -4.982 -1.403
45 H 4.278 -2.672 -1.964

M, g mol⁻¹: 430.3
Calculated total energy, a.u.: -1229.358846
Net charge: +3
Multiplicity: 3
LUMO level (alpha / beta), eV: -11.3 / -11.3